(1)
# AgBr

AgBr as an isolated structure (ωB97M-V/def2-TZVPD, OMol25).

Computed properties:
**Total charge**: +1
**HOMO level (spin up / spin down)**: -16.81 / -16.39 eV
**2S+1**: 2
**Electronic energy**: -2720.6295 a.u.
**LUMO level (spin up / spin down)**: -6.8 / -9.0 eV
**<S²>**: 0.75
**Relative energy (zero: lowest compared OMol25 entry of this formula, charge and spin)**: 0.0918 eV

The geometry in XYZ format:
```
2
AgBr (ωB97M-V/def2-TZVPD)
Ag 0.76829 -0.61584 1.03553
Br -0.76829 0.61584 -1.03553
```

=====

(2)
# AgClCu

AgClCu as an isolated structure (ωB97M-V/def2-TZVPD, OMol25).

Computed properties:
**Total charge**: +2
**HOMO level (spin up / spin down)**: -20.45 / -19.96 eV
**2S+1**: 2
**Electronic energy**: -2246.7846 a.u.
**LUMO level (spin up / spin down)**: -10.9 / -12.4 eV
**<S²>**: 0.75
**Relative energy (zero: lowest compared OMol25 entry of this formula, charge and spin)**: 0.3844 eV

The geometry in XYZ format:
```
3
AgClCu (ωB97M-V/def2-TZVPD)
Ag 2.04299 -1.20110 -1.23547
Cu -2.76536 0.46107 -0.09653
Cl 0.72238 0.74002 1.33201
```